The following is a quantum chemistry calculation of a structure of composition C26H31BClCrN11Si, from the OMol25 dataset.

Properties
Relative energy (zero: lowest compared OMol25 entry of this formula, charge and spin) = 0.000 eV
Charge = +1
Total energy = -93354.3272 eV
Multiplicity = 2
Gap between HOMO and LUMO (alpha / beta) = 6.62 / 7.18 eV

Positions of all 72 atoms, in Å:
Cr  0.453  0.034  -0.134
Cl  3.820  2.432  -3.804
Si  -0.488  3.181  -1.704
N  1.041  -1.822  0.589
N  0.341  2.037  -0.655
N  -2.304  -3.320  1.585
N  -3.582  -2.880  1.783
N  -0.969  -1.034  -1.108
N  -0.998  0.203  1.351
N  -1.451  -0.956  1.897
N  1.512  1.272  1.068
N  -1.634  -1.976  -0.396
N  2.033  -0.274  -1.553
N  0.185  -2.681  1.192
C  -2.228  -4.672  1.768
C  2.212  -3.546  1.396
C  -1.459  -1.071  -2.353
C  -2.530  -2.582  -1.181
C  2.579  0.070  -4.255
C  -1.918  0.652  3.337
C  2.005  -1.097  -3.792
C  -2.452  -2.035  -2.451
C  2.266  -2.347  0.699
C  0.872  -3.713  1.697
C  -1.497  4.362  -0.674
C  2.122  1.359  2.277
C  1.526  3.659  0.833
C  -1.277  1.175  2.219
C  2.340  0.112  3.080
C  -4.275  -3.957  2.106
C  2.956  1.020  -3.326
C  -1.598  2.194  -2.811
C  -2.007  -0.707  3.088
C  2.478  2.585  2.769
C  1.132  2.383  0.383
C  2.665  0.817  -1.991
C  -3.471  -5.120  2.112
C  1.775  -1.240  -2.436
C  0.742  4.141  -2.712
C  2.202  3.740  2.017
B  -1.322  -2.279  1.105
H  2.633  -0.727  2.457
H  -2.309  4.777  -1.281
H  2.965  2.646  3.732
H  1.510  4.607  -2.088
H  0.228  4.937  -3.263
H  -1.017  2.199  1.992
H  -2.442  -1.498  3.677
H  0.396  -4.492  2.265
H  -1.014  1.638  -3.554
H  1.756  -1.899  -4.472
H  2.507  4.710  2.392
H  1.383  -2.160  -2.026
H  -2.194  1.488  -2.228
H  3.117  -1.839  0.273
H  2.768  0.231  -5.309
H  3.028  -4.199  1.655
H  -1.067  -0.414  -3.110
H  -3.174  -3.357  -0.795
H  -2.279  1.182  4.203
H  3.106  0.272  3.836
H  -3.766  -6.133  2.335
H  -1.325  -5.234  1.610
H  1.409  -0.161  3.590
H  -0.902  5.200  -0.303
H  -2.288  2.845  -3.357
H  1.276  4.540  0.258
H  -3.032  -2.305  -3.319
H  1.247  3.500  -3.443
H  2.963  1.539  -1.243
H  -5.332  -3.867  2.316
H  -1.949  3.854  0.184


The following is a quantum chemistry calculation of a structure of composition C26H31BrCrNO4S, from the OMol25 dataset.

Properties
Relative energy (zero: lowest compared OMol25 entry of this formula, charge and spin) = 0.000 eV
Charge = 0
Total energy = -146443.5387 eV
Multiplicity = 6
Gap between HOMO and LUMO (alpha / beta) = 5.09 / 8.58 eV

Positions of all 65 atoms, in Å:
Br  -3.237  3.752  -5.075
Cr  0.374  -0.060  0.123
S  -0.430  -2.966  0.291
O  -3.771  -0.755  0.020
O  -1.582  -0.450  0.152
O  0.468  -2.055  -0.568
O  2.318  0.183  0.048
N  3.007  -1.006  -0.010
C  -4.206  2.060  -3.006
C  -0.501  -5.614  -0.153
C  -0.144  3.753  -0.942
C  -1.808  2.119  -3.247
C  4.159  -3.538  -0.128
C  3.745  -2.976  1.100
C  -1.321  -4.985  -1.281
C  -2.816  0.747  -1.529
C  0.507  2.163  0.901
C  -1.694  1.226  -2.191
C  -1.796  2.763  0.699
C  -4.070  1.166  -1.954
C  -1.442  0.476  3.731
C  -1.119  1.290  2.498
C  -2.549  -0.547  3.461
C  -2.099  1.998  1.819
C  3.389  -1.525  -1.230
C  -2.742  -0.225  -0.369
C  -1.746  -3.607  -0.785
C  -3.069  2.530  -3.639
C  3.957  -2.755  -1.300
C  -0.494  2.872  0.229
C  3.179  -1.738  1.154
C  0.482  -4.538  0.290
C  0.191  1.368  2.019
C  -1.816  1.398  4.898
H  -4.938  0.777  -1.438
H  3.188  -0.893  -2.082
H  2.838  -1.257  2.059
H  1.545  2.351  0.658
H  -0.535  -0.067  4.010
H  -2.629  -1.245  4.298
H  -1.883  -2.863  -1.570
H  0.407  4.633  -0.602
H  -2.723  1.961  4.663
H  -2.192  -5.589  -1.533
H  0.993  0.947  2.616
H  -0.707  -4.892  -2.179
H  -5.184  2.385  -3.334
H  1.292  -4.380  -0.426
H  -0.930  2.489  -3.760
H  -2.360  -1.109  2.545
H  -0.709  0.889  -1.902
H  -3.129  1.941  2.155
H  0.906  -4.691  1.282
H  0.495  3.225  -1.652
H  -1.158  -5.899  0.674
H  3.880  -3.519  2.029
H  -2.591  3.294  0.186
H  -2.649  -3.629  -0.172
H  -1.019  2.114  5.109
H  -2.003  0.814  5.802
H  4.249  -3.132  -2.272
H  0.025  -6.512  -0.478
H  -1.038  4.091  -1.465
H  -3.518  -0.053  3.346
H  4.618  -4.514  -0.175


The following is a quantum chemistry calculation of a structure of composition C26H31CrN3P2S, from the OMol25 dataset.

Properties
Charge = +1
Total energy = -89763.1368 eV
Multiplicity = 4
Gap between HOMO and LUMO (alpha / beta) = 6.27 / 6.85 eV

Positions of all 64 atoms, in Å:
Cr  -0.903  -0.273  0.196
S  -0.307  -1.271  4.586
P  -0.835  -2.492  -0.178
P  -2.913  0.624  -0.260
N  0.172  0.394  -1.134
N  -2.331  -1.455  2.820
N  -0.376  -0.270  2.179
C  0.878  0.113  2.699
C  -2.534  1.377  -1.888
C  -1.104  -0.937  3.086
C  0.002  1.711  -1.609
C  -1.394  3.591  -2.255
C  -2.298  -3.519  -0.402
C  0.088  -2.524  -1.755
C  3.777  -1.598  -1.995
C  0.999  3.861  -2.149
C  2.357  -0.299  4.583
C  3.738  -0.213  -1.922
C  3.391  0.335  3.879
C  2.517  0.454  -1.742
C  1.105  -0.400  3.985
C  0.255  -3.387  0.966
C  1.146  2.502  -1.833
C  -0.262  4.406  -2.340
C  -4.453  -0.298  -0.470
C  1.899  0.779  2.009
C  2.494  1.923  -1.752
C  2.588  -2.329  -1.946
C  3.162  0.868  2.602
C  1.341  -0.290  -1.530
C  -1.287  2.250  -1.897
C  -3.300  2.051  0.791
C  1.367  -1.701  -1.726
H  4.650  0.381  -2.018
H  -2.856  -3.548  0.544
H  -4.278  2.476  0.527
H  3.120  2.305  -2.569
H  -5.096  0.199  -1.211
H  3.209  2.434  -0.698
H  -0.212  -3.456  1.958
H  4.728  -2.116  -2.111
H  -3.412  1.976  -2.161
H  1.896  4.473  -2.260
H  3.654  2.705  -0.020
H  -4.985  -0.347  0.491
H  -2.383  4.002  -2.464
H  -2.443  0.547  -2.609
H  -2.889  -1.062  2.057
H  -2.527  2.821  0.674
H  -0.375  5.463  -2.576
H  -3.311  1.729  1.842
H  3.966  1.367  2.057
H  -0.599  -2.170  -2.539
H  2.605  -3.414  -2.075
H  0.327  -3.579  -1.948
H  1.207  -2.852  1.070
H  0.453  -4.398  0.579
H  -4.240  -1.321  -0.807
H  -2.002  -4.540  -0.680
H  2.500  -0.725  5.572
H  4.381  0.414  4.329
H  -2.821  -1.872  3.603
H  1.697  1.223  1.030
H  -2.943  -3.099  -1.185


The following is a quantum chemistry calculation of a structure of composition C26H31N2O6P2SSbSe4W, from the OMol25 dataset.

Properties
Relative energy (zero: lowest compared OMol25 entry of this formula, charge and spin) = 2.856 eV
Charge = 0
Total energy = -341890.9747 eV
Multiplicity = 3
Gap between HOMO and LUMO (alpha / beta) = 6.37 / 4.69 eV

Positions of all 74 atoms, in Å:
W  0.499  -0.972  -0.117
Sb  -0.268  -4.947  -2.576
Se  -1.039  -4.203  -4.751
Se  1.773  -6.044  -2.044
Se  -0.919  -2.645  -1.270
Se  -2.582  -5.628  -2.269
S  2.987  -2.544  -0.599
P  -0.393  2.446  -0.117
P  -0.026  0.205  -2.487
O  3.895  -1.900  0.333
O  1.840  0.523  0.219
O  2.106  -1.622  -1.422
O  1.294  -2.220  0.715
O  -3.839  -1.067  -0.755
O  -1.388  -0.504  0.133
N  0.241  -0.316  1.895
N  1.444  0.097  2.443
C  4.116  0.665  3.101
C  4.374  1.563  0.878
C  0.415  4.292  -2.094
C  6.189  1.691  2.443
C  1.119  3.706  -4.303
C  0.886  4.674  -3.338
C  -2.253  -1.098  0.958
C  -2.700  -2.148  3.100
C  -0.545  -0.988  2.681
C  0.167  2.954  -1.790
C  -3.938  -2.525  2.637
C  -2.013  3.288  0.072
C  0.798  -0.671  -3.846
C  2.218  0.530  1.491
C  -4.352  -2.181  1.347
C  -4.936  -1.707  -1.391
C  -1.846  -1.433  2.251
C  -1.775  0.195  -2.968
C  0.875  2.373  -4.018
C  4.091  -3.289  -1.803
C  3.593  0.925  1.838
C  5.413  1.046  3.398
C  5.670  1.949  1.183
C  0.399  1.977  -2.766
C  -3.535  -1.444  0.506
C  0.659  3.522  0.940
H  -5.319  -2.514  1.000
H  6.276  2.445  0.436
H  0.241  5.048  -1.338
H  -0.204  -1.182  3.694
H  1.491  3.986  -5.280
H  -2.777  2.748  -0.489
H  0.454  -0.325  -4.819
H  -4.779  -2.787  -1.430
H  1.876  -0.555  -3.757
H  3.961  1.740  -0.106
H  4.656  -2.465  -2.239
H  3.499  -3.824  -2.535
H  -5.880  -1.480  -0.889
H  1.067  1.640  -4.788
H  0.546  -1.728  -3.751
H  1.700  3.417  0.632
H  -4.602  -3.101  3.266
H  -2.372  0.656  -2.181
H  1.075  5.717  -3.553
H  -2.104  -0.833  -3.104
H  -1.873  0.763  -3.894
H  5.823  0.836  4.377
H  0.577  3.182  1.974
H  -2.006  4.332  -0.244
H  4.740  -3.950  -1.235
H  7.203  1.987  2.681
H  3.505  0.156  3.834
H  0.379  4.576  0.898
H  -4.965  -1.312  -2.403
H  -2.282  3.241  1.129
H  -2.373  -2.405  4.099


The following is a quantum chemistry calculation of an isolated molecule of C26H31N3O3, from the OMol25 dataset.

Properties
Relative energy (zero: lowest compared OMol25 entry of this formula, charge and spin) = 3.144 eV
Charge = 0
SMILES string = CCOC(=O)C1(CCOc2ccccc2)CCN(Cc2ccc(-n3cccn3)cc2)CC1
Total energy = -38078.0418 eV
Multiplicity = 1
Gap between HOMO and LUMO = 9.02 eV

Positions of all 63 atoms, in Å:
O  -2.915  1.887  1.116
O  -2.346  -0.266  0.873
O  -4.358  0.231  -1.098
N  7.372  -1.782  -1.010
N  1.251  1.785  0.393
N  6.913  -1.070  0.024
C  -5.133  -2.079  -1.265
C  -3.132  -0.615  2.012
C  -5.193  -0.787  -0.755
C  5.188  -0.164  -1.376
C  -3.287  -0.015  -1.983
C  0.708  0.444  0.307
C  -0.313  0.256  -0.824
C  -0.859  2.685  -0.607
C  0.183  2.755  0.517
C  8.716  -2.083  0.757
C  5.760  -0.291  -0.114
C  -2.322  1.023  0.526
C  -6.035  -3.034  -0.824
C  -7.068  -1.427  0.613
C  -7.000  -2.719  0.113
C  5.171  0.351  0.972
C  -2.381  1.212  -1.946
C  -1.456  1.273  -0.711
C  4.036  1.114  0.787
C  3.460  1.249  -0.471
C  -2.334  -0.458  3.299
C  7.704  -1.228  1.115
C  -6.175  -0.468  0.185
C  2.225  2.091  -0.641
C  8.452  -2.397  -0.586
C  4.047  0.596  -1.546
H  0.621  3.755  0.556
H  0.183  0.394  -1.788
H  1.536  -0.256  0.178
H  9.524  -2.432  1.366
H  -1.426  -1.056  3.257
H  -5.978  -4.035  -1.226
H  9.004  -3.038  -1.244
H  -7.822  -1.167  1.342
H  -3.674  -0.167  -3.001
H  3.570  1.608  1.625
H  -1.656  3.398  -0.395
H  -2.065  0.586  3.442
H  -2.936  -0.784  4.142
H  -3.427  -1.655  1.852
H  0.225  0.227  1.265
H  -0.695  -0.763  -0.785
H  5.589  0.257  1.962
H  1.836  1.965  -1.665
H  -2.734  -0.912  -1.679
H  -4.021  0.021  2.035
H  -7.698  -3.470  0.450
H  5.651  -0.674  -2.205
H  7.515  -0.734  2.044
H  -0.317  2.569  1.473
H  3.612  0.684  -2.532
H  -6.212  0.543  0.559
H  2.501  3.145  -0.522
H  -0.398  2.952  -1.560
H  -4.397  -2.352  -2.005
H  -3.026  2.093  -1.945
H  -1.766  1.233  -2.848


The following is a quantum chemistry calculation of an isolated molecule of C26H31N5O2, from the OMol25 dataset.

Properties
Relative energy (zero: lowest compared OMol25 entry of this formula, charge and spin) = 0.247 eV
Charge = 0
SMILES string = CC[C@H]1CCCCN1Cc1nc2c(c(=O)n(C)c(=O)n2C)n1Cc1cccc2ccccc12
Total energy = -39013.0865 eV
Multiplicity = 1
Gap between HOMO and LUMO = 8.40 eV

Positions of all 64 atoms, in Å:
O  -3.487  -2.430  -0.774
O  -0.780  -3.721  -4.202
N  -1.249  -0.426  -0.043
N  0.022  -2.087  -2.852
N  -2.101  -3.050  -2.488
N  0.612  -0.362  -1.255
N  1.341  2.249  0.083
C  2.753  1.951  -0.026
C  1.239  2.568  -2.396
C  -1.383  -1.371  -1.040
C  0.057  -2.674  4.627
C  -0.538  -1.487  4.152
C  -2.430  -2.285  -1.365
C  -1.170  0.815  4.482
C  0.472  1.260  0.654
C  -3.078  -4.026  -2.942
C  -1.129  -2.673  2.113
C  -0.551  -3.809  2.606
C  2.749  2.369  -2.478
C  -1.688  -0.260  2.376
C  -0.209  -1.299  -1.770
C  -0.573  -0.322  4.945
C  1.141  4.532  -0.775
C  -0.036  0.152  -0.224
C  -2.244  -0.160  0.977
C  0.797  3.050  -1.003
C  1.262  -1.970  -3.587
C  -1.718  0.843  3.192
C  -1.124  -1.472  2.856
C  -0.937  -2.997  -3.243
C  0.061  -3.810  3.868
C  3.179  1.396  -1.386
C  0.585  5.034  0.551
H  3.301  2.883  0.162
H  -3.934  -3.969  -2.273
H  3.016  1.248  0.767
H  -2.654  0.844  0.820
H  2.222  4.666  -0.784
H  -2.170  1.761  2.841
H  0.519  -4.715  4.238
H  1.220  -2.666  -4.423
H  4.261  1.254  -1.399
H  2.690  0.436  -1.546
H  -0.403  1.786  1.053
H  0.505  -2.668  5.610
H  0.874  6.069  0.720
H  -0.126  -0.350  5.928
H  3.264  3.324  -2.349
H  0.906  3.288  -3.146
H  -3.377  -3.802  -3.965
H  2.102  -2.214  -2.936
H  -0.296  2.964  -0.950
H  -0.570  -4.719  2.025
H  -1.621  -2.709  1.156
H  -0.502  4.978  0.555
H  -3.049  -0.885  0.823
H  1.380  -0.949  -3.949
H  0.990  0.806  1.509
H  0.725  5.118  -1.596
H  0.757  1.612  -2.601
H  -1.214  1.703  5.094
H  -2.641  -5.024  -2.918
H  3.016  1.978  -3.462
H  0.965  4.425  1.366


The following is a quantum chemistry calculation of a structure of composition C26H32B2N8O2V, from the OMol25 dataset.

Properties
Charge = +2
Total energy = -70527.2224 eV
Multiplicity = 4
Gap between HOMO and LUMO (alpha / beta) = 7.63 / 4.55 eV

Positions of all 71 atoms, in Å:
V  0.139  -1.500  -0.685
O  1.433  0.115  1.123
O  3.371  -0.644  0.181
N  -1.392  -1.601  0.544
N  -0.377  -0.115  -1.971
N  -1.662  -0.386  -2.330
N  -3.859  -1.519  -2.385
N  -0.389  -3.034  -1.818
N  -2.529  -1.570  -0.224
N  -4.631  -0.518  -1.866
N  -1.706  -2.926  -2.174
C  0.065  -4.231  -2.218
C  -1.760  -1.709  1.831
C  2.453  0.870  1.579
C  -3.586  -1.670  0.588
C  -6.796  0.536  -2.333
C  4.412  4.858  2.897
C  4.903  0.932  1.270
C  -0.756  -1.743  2.932
C  -3.144  -1.758  1.897
C  3.807  3.674  3.686
C  2.437  1.926  2.444
C  -5.716  -0.452  -2.615
C  1.475  -4.651  -1.975
C  -4.473  -2.063  -3.474
C  -0.977  1.350  -3.524
C  -2.064  -4.068  -2.774
C  -5.655  -1.410  -3.658
C  0.049  0.941  -2.682
C  4.765  3.282  4.833
C  3.661  0.372  0.989
C  4.887  1.986  2.141
C  1.414  1.511  -2.493
C  -2.032  0.489  -3.271
C  3.677  2.508  2.747
C  -0.975  -4.917  -2.834
C  2.467  4.105  4.280
B  -2.490  -1.622  -1.800
B  1.975  -0.831  0.208
H  -7.153  0.437  -1.309
H  5.810  0.550  0.823
H  5.820  2.464  2.398
H  -4.583  -1.655  0.187
H  -6.382  -1.589  -4.431
H  4.841  4.126  5.519
H  -4.019  -2.822  -4.087
H  1.656  -5.627  -2.417
H  4.526  5.700  3.579
H  -0.445  -0.732  3.199
H  1.683  -4.725  -0.906
H  -6.429  1.555  -2.459
H  1.704  2.094  -3.364
H  5.396  4.632  2.487
H  -0.944  -5.903  -3.262
H  0.129  -2.313  2.645
H  -0.958  2.165  -4.225
H  1.516  2.284  2.876
H  2.177  -3.943  -2.416
H  2.005  3.305  4.861
H  1.433  2.177  -1.627
H  4.384  2.425  5.390
H  -3.750  -1.848  2.781
H  -1.186  -2.207  3.816
H  1.769  4.439  3.511
H  -7.636  0.389  -3.008
H  2.154  0.723  -2.352
H  -3.023  0.458  -3.693
H  2.631  4.943  4.955
H  3.755  5.164  2.083
H  -3.072  -4.238  -3.105
H  5.772  3.054  4.486